Record 1
ORCA calculation (the ωB97M-V functional and the def2-TZVPD basis) on a cluster of 18 separate species, C108H90F18 in total at a distorted geometry.

Values from the calculation:
energy relative to the best compared isomer or geometry (same formula, charge and spin): 0.0 kcal per mole
E_tot: -5966.90943 a.u.
E_LUMO: 0.583 eV
max |F|: 3.7 eV Å⁻¹
gap between HOMO and LUMO: 9.489 eV

Structure (ORCA input):
```
! RIJCOSX wB97M-V def2-TZVPD def2/J DEFGRID3
* xyz 0 1
F -2.29681 -2.44862 -8.03902
C -3.53758 -2.98492 -7.86673
C -4.05937 -2.98720 -6.62206
C -5.36442 -3.43546 -6.42225
C -6.09434 -3.89264 -7.50473
C -5.49743 -3.88172 -8.79016
C -4.21989 -3.43781 -8.98208
H -3.45859 -2.56517 -5.80281
H -5.71885 -3.43415 -5.39576
H -7.09539 -4.24661 -7.37563
H -6.04314 -4.25156 -9.65439
H -3.80858 -3.39767 -9.96428
F -6.15842 -0.38500 -1.91783
C -5.39678 0.19249 -0.93389
C -4.04588 -0.08264 -0.88772
C -3.22222 0.64815 -0.05123
C -3.78470 1.47769 0.85471
C -5.17855 1.67353 0.88964
C -6.04745 1.00117 -0.04989
H -3.68898 -0.82190 -1.61086
H -2.16246 0.41942 0.01162
H -3.12817 1.89129 1.58418
H -5.69601 2.32938 1.56717
H -7.08940 1.16869 0.01165
F -1.34227 4.49604 3.03290
C -0.89139 5.63200 2.40439
C -0.69607 6.80912 3.14872
C -0.10501 7.85510 2.47593
C 0.11528 7.82803 1.10595
C -0.19651 6.65879 0.41956
C -0.64487 5.56286 1.07714
H -0.92454 6.81538 4.22544
H -0.05668 8.77262 3.01957
H 0.49750 8.72935 0.68161
H -0.07598 6.57980 -0.65418
H -0.72632 4.63087 0.56394
F -1.89378 6.90610 -3.46470
C -2.48100 5.67788 -3.52860
C -2.98418 5.16423 -2.37462
C -3.47520 3.83816 -2.38216
C -3.62098 3.13819 -3.58922
C -3.19553 3.75139 -4.75438
C -2.55498 5.03594 -4.76377
H -2.92262 5.67379 -1.43081
H -3.70218 3.35757 -1.44417
H -4.07586 2.16972 -3.52344
H -3.41014 3.27230 -5.72535
H -2.22015 5.63026 -5.60107
F -5.44620 -0.84662 7.81415
C -4.77566 -0.87209 6.61422
C -5.34808 -0.08920 5.60811
C -4.61307 0.00148 4.45225
C -3.49947 -0.79041 4.30941
C -2.96908 -1.56677 5.34654
C -3.64982 -1.59353 6.53374
H -6.27302 0.39940 5.89993
H -4.89825 0.73229 3.69127
H -2.97167 -0.87055 3.37122
H -1.93550 -1.93095 5.26343
H -3.24883 -2.05414 7.42066
F 5.88788 5.69450 4.27371
C 4.71273 5.26308 3.80636
C 3.97056 6.14369 3.12079
C 2.80235 5.75618 2.42085
C 2.47241 4.40636 2.48528
C 3.24363 3.44200 3.21097
C 4.37884 3.91246 3.89008
H 4.25076 7.19557 3.05904
H 2.18476 6.42020 1.80116
H 1.67006 4.05042 1.84820
H 2.99846 2.36303 3.17005
H 5.11726 3.31941 4.45331
F 2.06624 -1.98291 4.40487
C 1.97994 -3.32102 4.55762
C 0.80492 -4.00716 4.34927
C 0.85756 -5.38740 4.54137
C 2.00631 -6.03185 4.90667
C 3.14873 -5.27952 5.07360
C 3.15691 -3.91735 4.95995
H -0.09440 -3.56186 4.01160
H -0.07598 -5.86163 4.43077
H 1.91608 -7.10768 5.05713
H 4.05872 -5.76740 5.33674
H 4.02012 -3.31381 5.07532
F 1.07586 4.52509 -1.21568
C 1.32157 4.97057 -2.49265
C 0.71168 4.28527 -3.47508
C 1.00109 4.66218 -4.81438
C 1.89808 5.75915 -5.04823
C 2.42879 6.45198 -3.94647
C 2.21514 6.05219 -2.63346
H 0.00902 3.52655 -3.24199
H 0.69912 3.92880 -5.54508
H 2.31798 5.91341 -6.02458
H 3.16177 7.23545 -4.16625
H 2.78419 6.50589 -1.80429
F 3.72246 0.25357 -0.63195
C 4.31490 0.01369 0.54661
C 5.67625 -0.25378 0.58103
C 6.23940 -0.48536 1.82587
C 5.49347 -0.27911 2.99972
C 4.12575 0.03718 2.91005
C 3.48663 0.15910 1.64479
H 6.13109 -0.46190 -0.39353
H 7.22664 -0.87225 1.98016
H 5.84094 -0.40332 4.01367
H 3.64861 0.20164 3.83815
H 2.44265 0.32496 1.50517
F 0.55466 -5.66684 -1.67901
C 1.64965 -4.87793 -1.37945
C 1.96117 -4.80136 -0.02293
C 2.94737 -3.93432 0.41031
C 3.63817 -3.26964 -0.58474
C 3.35473 -3.39400 -1.93601
C 2.31302 -4.24725 -2.36961
H 1.43339 -5.45318 0.65332
H 3.21426 -3.97309 1.44058
H 4.42292 -2.59338 -0.25969
H 3.98580 -2.90748 -2.68078
H 2.10105 -4.41228 -3.47233
F -0.05223 0.28382 -7.30505
C -0.35892 -0.29529 -6.15040
C -0.97124 0.44682 -5.14743
C -1.28442 -0.14147 -3.95783
C -0.95198 -1.51092 -3.74761
C -0.37603 -2.22448 -4.73990
C -0.00887 -1.60824 -5.92472
H -1.28026 1.43234 -5.35834
H -1.72333 0.47772 -3.08800
H -1.34053 -2.00810 -2.85699
H -0.15856 -3.25919 -4.60331
H 0.46667 -2.12985 -6.73586
F 3.19941 -1.70603 -5.50365
C 3.22551 -0.41207 -5.17603
C 2.94887 -0.09122 -3.86767
C 3.01987 1.20751 -3.45730
C 3.39177 2.13901 -4.40268
C 3.71653 1.81787 -5.72743
C 3.63226 0.49673 -6.13936
H 2.66012 -0.93187 -3.19845
H 2.92547 1.53405 -2.42953
H 3.73895 3.09970 -4.06857
H 4.05048 2.61082 -6.38558
H 3.91468 0.18723 -7.12611
F 0.39509 -5.41424 -5.55507
C -0.79469 -5.99778 -5.78580
C -1.19082 -6.96490 -4.89494
C -2.40838 -7.61866 -5.16376
C -3.17814 -7.20228 -6.33312
C -2.67752 -6.28287 -7.22747
C -1.47721 -5.69671 -6.92369
H -0.61462 -7.23571 -4.00795
H -2.78341 -8.37004 -4.49143
H -4.06194 -7.78413 -6.51799
H -3.19085 -6.02122 -8.11499
H -1.09894 -4.97119 -7.59948
F 0.19085 2.22607 -0.07817
C 0.22131 0.99617 0.46090
C -0.09421 0.86817 1.79255
C -0.06314 -0.42642 2.31141
C 0.31075 -1.46779 1.44303
C 0.55436 -1.25585 0.06818
C 0.48501 0.02300 -0.45482
H -0.28437 1.80706 2.34363
H -0.37521 -0.60928 3.32016
H 0.27146 -2.49380 1.76203
H 0.77695 -2.09947 -0.56082
H 0.54482 0.32571 -1.46430
F -0.22744 -2.15647 6.91957
C -0.81887 -2.96109 7.81905
C -0.88494 -2.48439 9.15675
C -1.48714 -3.28178 10.10339
C -2.02887 -4.49582 9.70556
C -2.02051 -4.92018 8.35264
C -1.44288 -4.11729 7.33291
H -0.37534 -1.56398 9.35125
H -1.53314 -2.93367 11.12810
H -2.54640 -5.14771 10.37812
H -2.48851 -5.83288 8.06602
H -1.38084 -4.46494 6.29614
F -2.53131 -3.23218 2.35295
C -3.00394 -3.43367 1.08664
C -4.27230 -3.11316 0.83460
C -4.74664 -3.31716 -0.46305
C -3.83220 -3.70996 -1.46196
C -2.51482 -4.03055 -1.16262
C -2.10061 -3.97405 0.16360
H -4.85773 -2.84463 1.70567
H -5.79039 -3.07142 -0.77814
H -4.19011 -3.94340 -2.48420
H -1.83003 -4.39379 -1.94481
H -1.11030 -4.35894 0.50977
F -0.86427 5.04812 6.45592
C -0.69961 3.73578 6.28776
C -1.49603 2.82596 6.94017
C -1.22578 1.46168 6.78198
C -0.17306 1.02363 5.94219
C 0.46820 2.00883 5.20046
C 0.29230 3.34873 5.41714
H -2.37943 3.07553 7.50558
H -1.86861 0.76764 7.34784
H 0.09978 -0.05280 5.84411
H 1.24473 1.77830 4.44804
H 0.91083 4.10174 4.90201
F 8.61844 1.64355 0.62339
C 7.63122 2.25559 -0.08499
C 7.47651 1.96097 -1.44277
C 6.33246 2.43999 -2.01897
C 5.36611 3.17344 -1.30808
C 5.62428 3.55131 0.01857
C 6.81155 3.09151 0.59019
H 8.25477 1.38653 -1.94205
H 6.19031 2.16740 -3.05149
H 4.40806 3.57604 -1.77887
H 4.98901 4.27517 0.45679
H 7.08355 3.38903 1.59968
*
```

Record 2
ORCA calculation (the ωB97M-V functional and the def2-TZVPD basis) on a structure of composition C10H10AgN2O2 at a distorted geometry.

Values from the calculation:
E_tot: -793.29801 a.u.
E_LUMO: -7.017 eV
max |F|: 9.1 eV Å⁻¹
gap between HOMO and LUMO: 4.380 eV

Structure (ORCA input):
```
! RIJCOSX wB97M-V def2-TZVPD def2/J DEFGRID3
* xyz 1 1
C -1.25767 1.89734 2.67762
N -1.82237 1.65251 1.27295
C -1.51778 0.23916 0.81803
C -0.35661 0.16764 -0.37875
C 0.05361 1.48233 -1.31385
C 1.21414 1.27397 -2.49857
C 1.95638 -0.19788 -2.76400
C 1.49631 -1.42037 -1.77322
C 0.36481 -1.28915 -0.59411
C 0.16085 -2.74589 0.13215
O -0.76430 -2.99624 1.06457
N 1.18979 -3.69321 -0.51571
C 1.93615 -2.99643 -1.67265
O 2.80227 -3.63303 -2.48750
H -1.44909 1.00795 3.41970
H -0.09603 2.04844 2.59188
H -1.74203 2.86450 3.13276
H -2.87305 1.80100 1.28416
H -1.04247 -0.33924 1.74211
H -2.48751 -0.37610 0.49306
H -0.44582 2.54385 -1.17764
H 1.50867 2.18960 -3.19981
H 2.74887 -0.39603 -3.60189
H 1.92974 -3.93101 0.18994
Ag -1.50686 4.84629 3.15875
*
```